1.
Entry from the OMol25 dataset: a structure of composition C45H61AsBFMnN3O5Si3 (wB97M-V/def2-TZVPD).

Results
E_HOMO (alpha / beta): -7.27 / -7.26 eV
gap between HOMO and LUMO (alpha / beta): 7.10 / 7.08 eV
⟨S²⟩: 6.18
energy above the lowest of the compared OMol25 structures with the same formula, charge and spin: 0.0 kJ/mol
calculated total energy: -6672.1112 a.u.

The geometry in ORCA input format:
```
! RIJCOSX wB97M-V def2-TZVPD def2/J DEFGRID3
* xyz 0 5
As 1.566 -1.515 0.338
Mn -0.765 -0.143 0.489
Si 2.804 -1.262 -1.692
Si 0.973 -3.824 0.177
Si 3.197 -1.623 2.043
F -0.066 1.993 -5.946
O -0.154 2.786 1.405
O -0.593 -0.301 -1.604
O -3.238 -3.340 -0.305
O 1.496 1.987 0.041
O -1.791 -1.817 0.442
N -3.446 -1.900 -4.045
N -1.103 0.209 2.633
N -2.450 1.068 0.410
C 0.823 5.022 1.762
C 0.705 8.041 1.580
C -3.333 -2.270 -2.767
C -4.421 2.145 0.199
C -2.577 -0.934 -4.552
C -1.701 -2.300 3.880
C 3.191 8.037 1.574
C 1.910 5.850 1.440
C 1.952 7.264 2.027
C 3.464 0.169 2.491
C -0.375 -0.137 3.845
C 4.487 -2.071 -1.628
C 1.797 3.282 0.409
C 3.180 0.504 -2.117
C -2.521 -2.364 -0.464
C 2.478 -2.605 3.452
C -3.318 1.597 -0.466
C -0.786 0.656 -4.164
C 4.876 -2.365 1.750
C -2.443 -1.764 -1.860
C 0.798 3.758 1.233
C -2.980 1.267 1.658
C 2.910 5.355 0.603
C -0.128 -4.297 1.588
C -0.912 -1.368 4.547
C -0.871 1.028 -5.469
C -1.047 -2.711 6.551
C -1.645 -0.344 -3.694
C -4.823 -1.675 -6.071
C 1.967 7.179 3.560
C -1.776 0.433 -6.348
C -2.625 -0.549 -5.911
C -1.831 -3.643 5.880
C 2.480 -4.933 0.242
C 1.872 -2.008 -3.130
C 0.081 -4.228 -1.410
C -0.596 -1.580 5.887
C -2.155 -3.432 4.547
C -4.429 -2.597 -4.932
C -1.514 -0.782 -2.298
C -5.655 -3.061 -4.160
C -3.600 -1.214 -6.844
C -4.198 1.936 1.565
C 2.872 4.059 0.069
C -2.221 0.831 2.782
B 0.275 1.685 0.657
H -0.582 -3.429 -1.754
H 3.252 -4.639 -0.471
H 0.782 -4.462 -2.212
H -5.263 2.640 -0.262
H 2.165 -5.953 -0.012
H 1.058 6.712 3.946
H -1.139 -3.900 1.459
H -4.006 -3.034 -2.409
H -3.120 1.581 -1.531
H -0.177 -5.392 1.608
H -3.872 -0.529 -7.647
H -1.961 -2.146 2.839
H 3.750 5.983 0.341
H 4.843 -3.402 1.407
H 0.793 -2.054 -2.976
H 3.089 -2.447 4.347
H -0.795 -2.861 7.594
H 2.231 -3.019 -3.338
H 4.114 7.548 1.896
H 5.364 -2.347 2.731
H 2.290 1.107 -2.294
H 0.013 -0.851 6.415
H 2.511 -3.671 3.210
H 3.751 0.979 -1.315
H -4.833 2.222 2.392
H -2.598 1.052 3.783
H 4.142 0.626 1.762
H 2.043 8.180 3.995
H -6.413 -3.374 -4.879
H -0.379 0.699 4.550
H 1.444 -2.361 3.697
H -3.920 -3.468 -5.353
H 0.741 9.066 1.960
H 3.793 0.489 -3.027
H -0.073 1.107 -3.486
H -0.538 -5.109 -1.213
H 3.656 3.698 -0.587
H 0.253 -3.952 2.550
H 2.060 -1.386 -4.011
H 3.915 0.267 3.485
H 0.667 -0.297 3.568
H -0.212 7.578 1.949
H -3.122 -2.080 -7.312
H 4.809 -2.239 -2.664
H -2.190 -4.524 6.397
H 2.926 -4.961 1.239
H -2.766 -4.151 4.014
H -5.512 -2.214 -6.720
H -6.067 -2.246 -3.560
H 4.525 -3.026 -1.105
H 3.221 8.153 0.487
H 5.213 -1.401 -1.160
H 0.646 8.081 0.490
H -5.459 -3.909 -3.507
H 3.173 9.036 2.015
H 2.535 0.746 2.474
H 0.017 5.355 2.404
H 5.490 -1.791 1.055
H -1.803 0.757 -7.383
H 2.821 6.590 3.905
H -5.358 -0.812 -5.660
*
```


2.
Entry from the OMol25 dataset: a cluster of 2 separate species, C3H8N3O in total at a distorted geometry (wB97M-V/def2-TZVPD).

Results
E_HOMO (alpha / beta): -12.70 / -14.10 eV
gap between HOMO and LUMO (alpha / beta): 6.86 / 9.69 eV
energy above the lowest of the compared OMol25 structures with the same formula, charge and spin: 558.3 kJ/mol
calculated total energy: -358.1838 a.u.

The geometry in ORCA input format:
```
! RIJCOSX wB97M-V def2-TZVPD def2/J DEFGRID3
* xyz 1 1
O 0.535 -0.261 1.113
N 1.200 -0.420 -2.896
N 1.253 -1.064 -1.960
N -0.954 0.970 -0.176
C 1.223 -1.450 1.219
C 0.025 0.095 -0.008
C -1.808 1.622 0.850
H -2.895 1.325 0.544
H 1.363 -1.694 0.169
H -1.501 2.719 0.700
H -1.361 0.964 -1.134
H 2.090 -1.448 1.871
H -1.481 1.208 1.858
H 0.528 -2.140 1.555
H 1.784 -0.425 -3.705
*
```


3.
Entry from the OMol25 dataset: a cluster of 2 separate species, C3H8FN2O2 in total at a distorted geometry (wB97M-V/def2-TZVPD).

Results
E_HOMO (alpha / beta): -12.85 / -12.85 eV
gap between HOMO and LUMO (alpha / beta): 9.34 / 9.34 eV
energy above the lowest of the compared OMol25 structures with the same formula, charge and spin: 164.9 kJ/mol
calculated total energy: -478.6481 a.u.

The geometry in ORCA input format:
```
! RIJCOSX wB97M-V def2-TZVPD def2/J DEFGRID3
* xyz 1 1
F 0.592 2.116 0.640
O -0.730 -1.469 0.215
O 0.181 0.728 -1.661
N -1.710 0.517 0.509
N 1.498 -0.920 -1.174
C 1.186 0.845 0.536
C -0.901 -0.406 0.884
C 1.055 0.290 -0.739
H 1.829 0.562 1.341
H -1.855 0.685 -0.432
H -0.917 -1.614 -0.753
H 1.056 -1.317 -1.956
H -0.401 -0.364 1.901
H -0.360 1.564 -1.361
H 2.160 -1.495 -0.717
H -1.975 1.371 0.944
*
```


4.
Entry from the OMol25 dataset: the molecule C5H3BrO2 at a distorted geometry (wB97M-V/def2-TZVPD).

Results
E_HOMO (alpha / beta): -8.04 / -8.04 eV
gap between HOMO and LUMO (alpha / beta): 7.75 / 7.75 eV
SMILES: CC(=C=O)C1=C(Br)O1
energy above the lowest of the compared OMol25 structures with the same formula, charge and spin: 0.0 kJ/mol
calculated total energy: -2916.6357 a.u.

The geometry in ORCA input format:
```
! RIJCOSX wB97M-V def2-TZVPD def2/J DEFGRID3
* xyz 0 1
Br 3.561 0.491 0.715
O -0.005 -2.869 -0.437
O 0.925 1.635 -0.374
C 2.159 0.502 -0.448
C 0.832 0.349 -0.260
C -0.200 -1.719 -0.282
C -0.307 -0.439 -0.201
C -1.538 0.356 0.212
H -1.107 0.942 1.010
H -2.033 1.098 -0.569
H -2.286 -0.345 0.633
*
```


5.
Entry from the OMol25 dataset: the molecule C2H5FIN at a distorted geometry (wB97M-V/def2-TZVPD).

Results
E_HOMO: -9.33 eV
gap between HOMO and LUMO: 9.75 eV
SMILES: C[C@@](N)(F)I
energy above the lowest of the compared OMol25 structures with the same formula, charge and spin: 27.4 kJ/mol
calculated total energy: -531.4966 a.u.

The geometry in ORCA input format:
```
! RIJCOSX wB97M-V def2-TZVPD def2/J DEFGRID3
* xyz 0 1
I 2.483 -0.410 -0.060
F 0.321 1.502 0.558
N -0.074 0.388 -1.408
C 0.338 0.328 0.007
C -0.443 -0.742 0.859
H -0.172 -1.756 0.585
H 0.027 -0.527 1.739
H -1.525 -0.631 0.824
H 0.131 1.432 -1.671
H -1.086 0.415 -1.433
*
```


6.
Entry from the OMol25 dataset: the molecule C21H32N4O (wB97M-V/def2-TZVPD).

Results
E_HOMO: -7.97 eV
gap between HOMO and LUMO: 8.80 eV
SMILES: CCn1cc(CN2CCN(CCc3ccccc3)[C@@H](CCO)C2)c(C)n1
energy above the lowest of the compared OMol25 structures with the same formula, charge and spin: 33.2 kJ/mol
calculated total energy: -1113.6496 a.u.

The geometry in ORCA input format:
```
! RIJCOSX wB97M-V def2-TZVPD def2/J DEFGRID3
* xyz 0 1
O -3.319 -3.728 -0.521
N 4.426 1.603 -1.145
N 4.000 0.905 -2.197
N 1.138 -1.035 0.337
N -1.690 -0.901 0.816
C 6.750 2.379 -1.133
C -3.711 -0.415 2.120
C -2.186 -0.640 2.154
C -2.596 -2.758 -1.244
C 3.269 -0.064 -0.308
C 4.009 1.052 0.014
C -4.725 1.997 -0.617
C -1.134 -2.656 -0.814
C -3.904 2.082 2.018
C 2.569 -1.015 0.602
C 5.279 2.746 -1.320
C -1.010 -2.172 0.638
C -0.959 0.193 0.212
C -4.165 3.258 1.338
C -4.048 0.850 1.391
C -4.574 3.219 0.016
C 0.510 0.237 0.642
C -4.465 0.822 0.066
C 0.466 -2.096 1.061
C 3.296 -0.106 -1.720
C 2.647 -1.113 -2.598
H 0.522 -1.932 2.156
H -0.607 -1.974 -1.478
H 3.183 -2.060 -2.545
H -4.777 4.136 -0.516
H 0.964 -3.043 0.837
H -4.078 -0.364 3.148
H -3.587 2.119 3.052
H -1.522 -2.907 1.269
H 0.580 0.465 1.724
H 7.375 3.253 -1.291
H -2.876 -4.578 -0.622
H -1.455 1.131 0.467
H -2.651 -2.969 -2.323
H 2.947 -2.028 0.426
H -5.049 1.960 -1.647
H 1.626 -1.282 -2.263
H -4.049 4.208 1.840
H 1.031 1.025 0.094
H 2.786 -0.746 1.653
H -1.003 0.078 -0.874
H -1.705 0.242 2.594
H 4.257 1.482 0.964
H -4.589 -0.129 -0.429
H 5.112 3.114 -2.335
H 2.651 -0.763 -3.626
H 7.034 1.610 -1.848
H -3.095 -1.810 -1.041
H -4.168 -1.271 1.623
H -0.658 -3.638 -0.894
H 6.924 2.001 -0.129
H -1.980 -1.491 2.811
H 4.988 3.519 -0.604
*
```


7.
Entry from the OMol25 dataset: a structure of composition C11H9N2O4Se3TcTe (wB97M-V/def2-TZVPD).

Results
E_HOMO (alpha / beta): -11.32 / -11.70 eV
gap between HOMO and LUMO (alpha / beta): 6.49 / 6.02 eV
⟨S²⟩: 3.78
energy above the lowest of the compared OMol25 structures with the same formula, charge and spin: 11.4 kJ/mol
calculated total energy: -8387.9443 a.u.

The geometry in ORCA input format:
```
! RIJCOSX wB97M-V def2-TZVPD def2/J DEFGRID3
* xyz 1 4
Te -3.721 2.706 0.269
Tc -0.221 1.660 0.739
Se -2.475 0.674 0.877
Se -2.525 4.467 1.505
Se -0.753 3.273 2.416
O 0.086 -2.990 -2.020
O 1.615 -1.652 -0.944
O -1.626 3.115 -2.689
O -0.568 2.967 -0.725
N 0.654 0.355 2.185
N 1.451 -0.683 1.839
C -1.362 -1.159 -2.813
C 1.421 -0.676 4.031
C 0.636 0.353 3.523
C -0.625 1.037 -2.087
C -0.966 2.490 -1.902
C 1.398 -2.979 -1.481
C 0.498 0.491 -1.425
C 0.630 -0.879 -1.488
C -0.283 -1.686 -2.150
C 1.925 -1.316 2.916
C -1.516 0.232 -2.767
H 0.043 1.077 4.058
H 2.132 -3.158 -2.268
H 1.593 -0.924 5.062
H 1.472 -3.706 -0.677
H -2.064 -1.792 -3.337
H 1.603 -0.936 0.869
H 1.327 1.105 -1.078
H -2.357 0.703 -3.258
H 2.576 -2.169 2.820
*
```


8.
Entry from the OMol25 dataset: the molecule CHIOS2 at a distorted geometry (wB97M-V/def2-TZVPD).

Results
E_HOMO (alpha / beta): -7.71 / -7.67 eV
gap between HOMO and LUMO (alpha / beta): 6.08 / 6.05 eV
energy above the lowest of the compared OMol25 structures with the same formula, charge and spin: 362.4 kJ/mol
calculated total energy: -1207.8728 a.u.

The geometry in ORCA input format:
```
! RIJCOSX wB97M-V def2-TZVPD def2/J DEFGRID3
* xyz 0 1
I 2.979 0.883 0.135
S 3.340 -1.662 -0.436
S -0.128 1.943 -0.796
O 2.635 -1.827 -1.754
C 0.951 0.815 -0.885
H 1.125 0.165 -1.603
*
```